A structure of composition C11H28NO6PdSi3, computed with ωB97M-V with the def2-TZVPD basis set.

Last column: natural (NBO) charge in e.
Geometry (Å):
Pd 0.0608 -1.8759 -0.0303  1.2729
C 3.0064 -2.0923 -0.1391  -0.2599
O 1.9447 -1.1559 0.1876  -0.8378
Si 1.6675 0.3411 -0.6668  1.9473
C 2.7982 1.6743 -0.0768  -1.1849
C 1.9388 0.0608 -2.4718  -1.1931
C -0.1272 0.3285 -0.0402  -1.2031
Si -0.2355 0.9223 1.8216  1.6825
C 0.0198 2.7786 1.7421  -1.1164
C -1.8969 0.5936 2.5918  -1.1388
C 1.1290 0.2353 2.9007  -1.1275
Si -1.6347 0.7491 -1.1639  1.6501
C -3.2187 0.0034 -0.5276  -1.1319
C -1.3456 0.2565 -2.9489  -1.1379
C -1.7687 2.6167 -1.1409  -1.1070
H 3.9533 -1.5993 0.0743  0.2122
H 2.9509 -2.3765 -1.1895  0.2005
H 2.8823 -2.9636 0.4960  0.2336
H 3.7992 1.4843 -0.4725  0.2692
H 2.8636 1.7664 1.0037  0.2635
H 2.4754 2.6357 -0.4852  0.2716
H 3.0094 0.0046 -2.6811  0.2669
H 1.5527 0.9204 -3.0258  0.2710
H 1.4596 -0.8292 -2.8726  0.2682
H -0.6848 3.3051 1.1060  0.2484
H 1.0282 3.0807 1.4666  0.2415
H -0.1502 3.1243 2.7667  0.2621
H -2.6507 1.3045 2.2516  0.2444
H -1.7842 0.7362 3.6699  0.2599
H -2.2630 -0.4177 2.4278  0.2604
H 2.1351 0.4295 2.5340  0.2348
H 1.0294 -0.8310 3.0808  0.2537
H 1.0375 0.7411 3.8665  0.2578
H -3.1602 -1.0623 -0.3124  0.2580
H -3.9692 0.1356 -1.3118  0.2591
H -3.5856 0.5126 0.3618  0.2523
H -0.7751 -0.6517 -3.1237  0.2403
H -0.8286 1.0617 -3.4755  0.2492
H -2.3173 0.1353 -3.4333  0.2625
H -2.2478 2.9918 -0.2381  0.2469
H -2.4030 2.8949 -1.9870  0.2630
H -0.8130 3.1279 -1.2705  0.2419
O 0.0527 -2.5299 -2.0273  -0.4860
N -1.1400 -2.9876 -1.8707  0.7177
O -1.7421 -3.5780 -2.6825  -0.2186
O -1.6272 -2.7001 -0.6935  -0.4323
O 0.5742 -3.9652 1.1746  -0.6471
C -0.0893 -3.3789 2.0162  0.6330
O -0.4965 -2.1445 1.8490  -0.6304
H -0.4132 -3.8132 2.9698  0.1567

Output
- LUMO energy (eV) = -5.76
- total charge = +1
- frontier orbital gap (eV) = 7.85



A structure of composition C11H29BrCl8N7O14Sn, computed with ωB97M-V with the def2-TZVPD basis set.

Last column: Löwdin charge in e.
Geometry (Å):
Sn -1.5335 -3.5371 -0.5824  1.5332
Br 0.4277 -0.3981 -0.0742  -0.0006
C 2.6872 -5.4435 0.7109  0.0617
N 2.3873 -4.0896 1.2190  -0.3879
O 1.4512 -3.4946 0.6652  -0.1245
O 3.0102 -3.6702 2.2062  0.0850
H 3.3909 -5.3652 -0.1178  0.1096
H 1.7667 -5.9392 0.4024  0.0979
H 3.0755 -5.9338 1.6037  0.1108
C -2.8103 3.6770 -4.0094  0.0411
N -2.0082 2.4819 -4.2170  -0.4244
O -1.6342 2.2729 -5.3639  0.0762
O -1.6684 1.7607 -3.2719  0.0140
H -2.2473 4.5415 -4.3614  0.1135
H -2.9214 3.7661 -2.9287  0.0632
H -3.7399 3.6041 -4.5738  0.1129
C -3.8316 -0.8695 3.0001  0.0335
N -4.3228 -1.1635 1.6255  -0.3995
O -5.5189 -1.5436 1.5846  0.0678
O -3.5352 -1.0576 0.7014  -0.0481
H -4.1698 0.1160 3.3205  0.1022
H -2.7423 -0.8883 3.0328  0.0584
H -4.2434 -1.5930 3.7037  0.1074
C 4.3331 3.5974 1.7092  0.0085
N 4.3666 2.2731 2.3769  -0.4505
O 3.3990 1.5783 2.1659  -0.0013
O 5.3122 2.0413 3.0716  0.0941
H 3.3494 4.0634 1.7670  0.0377
H 4.5409 3.4604 0.6480  0.0547
H 5.0664 4.2740 2.1483  0.1051
C 0.8051 -1.8117 3.6023  0.0298
N -0.0367 -2.9224 3.2350  -0.4309
O 0.2547 -4.0474 3.6845  0.0755
O -0.9469 -2.6649 2.4995  -0.0556
H 1.1359 -2.0008 4.6236  0.1198
H 0.2387 -0.8824 3.5413  0.0763
H 1.6877 -1.7779 2.9636  0.0887
C 1.3533 -0.5099 -3.5824  0.0114
N 1.2929 -1.9550 -3.4489  -0.4363
O 0.3035 -2.4522 -2.9379  -0.0934
O 2.1737 -2.6034 -3.9714  0.0783
H 0.3880 -0.1090 -3.2731  0.0672
H 1.5081 -0.2315 -4.6249  0.1174
H 2.1863 -0.1371 -2.9864  0.0769
C -5.2742 -0.3751 -2.1590  0.0502
N -4.2586 -1.2063 -2.8887  -0.3947
O -3.2217 -1.3760 -2.2401  -0.0773
O -4.4612 -1.5751 -4.0565  0.0949
H -5.7610 0.3189 -2.8442  0.1064
H -4.8177 0.1509 -1.3205  0.0165
H -6.0108 -1.1416 -1.9178  0.1119
C 0.3703 2.2333 2.9344  -1.0003
Cl -1.2985 1.8179 3.4680  0.5138
Cl 1.1084 3.4852 3.9512  0.5556
H 0.9919 1.3435 3.0347  -0.0078
H 0.2344 2.5409 1.8976  -0.0074
C -2.5543 1.8909 -0.0308  -1.0580
Cl -4.2976 2.0379 0.2795  0.5665
Cl -1.9151 3.5015 -0.2497  0.5625
H -1.9617 1.2935 0.6621  -0.0413
H -2.3407 1.3777 -0.9684  -0.0113
C 1.9017 2.8608 -0.8939  -1.0351
Cl 3.4360 2.5311 -1.6682  0.5721
Cl 1.8201 4.5619 -0.3657  0.5368
H 1.0838 2.6538 -1.5841  0.0146
H 1.8848 2.2771 0.0264  -0.0372
C 4.1639 -1.0736 -0.0598  -1.0224
Cl 5.6994 -0.5260 0.6820  0.5419
Cl 4.3542 -2.2329 -1.4041  0.5236
H 3.5464 -1.5446 0.7050  -0.0152
H 3.5965 -0.2415 -0.4765  -0.0359

Output
- LUMO energy (eV) = -6.45
- total charge = +1
- frontier orbital gap (eV) = 5.71



A structure of composition C11H29N2P2RuSe3SiTe, computed with ωB97M-V with the def2-TZVPD basis set.

Last column: Löwdin spin population.
Geometry (Å):
Ru -0.8224 -0.6663 0.6859  1.9596
Se -0.6866 -1.5352 2.9717  0.4847
Se -1.3984 -0.1558 4.6430  0.2160
Te -1.6533 2.1672 3.6438  0.4543
Se -2.2247 1.7756 1.3664  0.5371
C -0.5144 1.7260 -1.9473  0.0025
P -0.9354 0.0115 -1.5628  -0.0069
C 0.0243 -0.9444 -2.7654  -0.0005
C -2.6683 -0.1915 -2.1291  -0.0015
C -3.1784 -1.5670 -1.6975  -0.0032
P -2.8696 -1.7872 0.0970  0.0393
C -4.3802 -1.1814 0.9009  0.0123
C -2.9505 -3.5823 0.3623  0.0117
H -0.6988 1.9362 -3.0018  -0.0002
H 0.5371 1.8893 -1.7143  0.0003
H -1.1017 2.4057 -1.3307  0.0026
H -0.2183 -0.6199 -3.7785  0.0000
H -0.1822 -2.0091 -2.6607  0.0000
H 1.0864 -0.8067 -2.5722  0.0000
H -2.7333 -0.0541 -3.2102  -0.0003
H -3.2583 0.6032 -1.6625  -0.0001
H -2.6344 -2.3553 -2.2244  -0.0001
H -4.2384 -1.7029 -1.9195  -0.0001
H -5.2403 -1.7512 0.5459  0.0005
H -4.5275 -0.1241 0.6859  0.0075
H -4.2909 -1.2959 1.9815  0.0002
H -3.8898 -3.9842 -0.0201  0.0012
H -2.8774 -3.7948 1.4288  0.0021
H -2.1225 -4.0763 -0.1460  0.0001
C 3.0516 3.6897 -0.3160  0.0028
Si 3.2632 2.3434 0.9429  0.0170
C 3.3666 3.0470 2.6560  0.0023
C 4.7500 1.2965 0.5636  0.0049
C 1.7853 1.2414 0.8533  0.1227
C 0.7972 0.5180 0.8137  0.0352
H 3.8977 4.3798 -0.2823  0.0004
H 2.1415 4.2642 -0.1313  0.0001
H 2.9953 3.2759 -1.3254  0.0000
H 4.2309 3.7106 2.7385  0.0002
H 3.4767 2.2527 3.3967  0.0000
H 2.4751 3.6252 2.9069  0.0008
H 5.6558 1.9074 0.5890  0.0007
H 4.6800 0.8440 -0.4280  0.0000
H 4.8651 0.4982 1.2998  0.0000
N 1.9818 -2.1347 -0.3536  0.0023
N 0.8055 -2.6579 0.2851  0.0854
H 2.7767 -2.7404 -0.1744  0.0014
H 2.1597 -1.2264 0.0669  0.0012
H 1.0197 -3.0319 1.2085  0.0024
H 0.4728 -3.4317 -0.2799  0.0014

Output
- energy above the lowest of the compared OMol25 structures with the same formula, charge and spin (kcal per mole) = 0.0
- LUMO energy (spin up / spin down) (eV) = -3.31 / -5.22
- total charge = +1
- frontier orbital gap (spin up / spin down) (eV) = 6.95 / 5.71
- expectation value of S² = 6.0340
- multiplicity = 5



A cluster of 2 separate species, C11H29N4O7P2 in total, computed with ωB97M-V with the def2-TZVPD basis set.

Last column: natural (NBO) charge in e.
Geometry (Å):
C 4.0102 -0.9780 1.2727  -0.4187
N 4.3855 -1.9498 0.2428  -0.5037
C 5.4013 -1.4066 -0.6636  -0.4194
C 3.2739 -2.5112 -0.4513  0.7276
O 3.0333 -3.6905 -0.3905  -0.4911
C 2.3922 -1.6322 -1.3500  -0.5755
C 1.2626 -0.8675 -0.6483  -0.0735
C 1.0819 0.5856 -1.1542  0.2432
O 2.3040 1.2713 -1.0629  -0.7039
N 0.5735 0.6938 -2.4948  -0.6041
C -0.6477 -0.0713 -2.6768  -0.2477
C -0.5183 -1.5333 -2.2364  -0.2423
N -0.0979 -1.5180 -0.8015  -0.6528
P -0.2074 -3.1476 0.2044  1.5001
N -1.4009 -2.6365 1.3031  -1.1508
O -1.0977 -4.0114 -0.8076  -0.9677
H 3.1104 -1.3034 1.7979  0.1948
H 3.8883 0.0358 0.8686  0.1711
H 4.8143 -0.9401 2.0118  0.2276
H 5.0089 -0.6393 -1.3449  0.1721
H 5.8679 -2.2155 -1.2272  0.2226
H 6.1793 -0.9425 -0.0539  0.2216
H 3.0174 -0.8817 -1.8431  0.2569
H 2.0221 -2.3003 -2.1270  0.2431
H 1.4448 -0.8374 0.4312  0.2250
H 0.3270 1.0526 -0.4972  0.1712
H 2.3345 1.7809 -0.2470  0.4925
H 1.2668 0.3918 -3.1741  0.3728
H -1.4564 0.3332 -2.0489  0.1995
H -0.9832 -0.0150 -3.7148  0.2407
H 0.2109 -2.0690 -2.8418  0.2275
H -1.4734 -2.0522 -2.3323  0.2178
H -0.7510 -0.8720 -0.3417  0.4342
H -2.2126 -2.1900 0.8731  0.3838
H -1.0039 -1.9380 1.9326  0.4001
H -2.0022 -3.7190 -0.9837  0.5019
C -3.7761 1.8404 3.5407  -0.2440
O -3.7834 2.8207 2.4874  -0.8181
P -2.9972 2.5815 1.1334  2.5899
O -2.4120 1.2288 1.0018  -1.1705
O -1.9808 3.7760 1.0281  -0.7964
C -0.8164 3.7731 1.8628  -0.2582
O -4.0070 3.0059 0.0101  -0.7956
C -4.9807 2.0519 -0.4387  -0.2515
H -2.8227 1.8542 4.0669  0.1828
H -4.5707 2.1171 4.2267  0.2080
H -3.9633 0.8442 3.1456  0.1904
H -0.4361 2.7594 1.9995  0.1790
H -1.0543 4.2138 2.8303  0.1984
H -0.0665 4.3807 1.3649  0.2062
H -5.6296 1.7478 0.3832  0.1892
H -4.4881 1.1796 -0.8660  0.1816
H -5.5734 2.5490 -1.1994  0.2125

Output
- LUMO energy (eV) = -2.71
- total charge = +1
- frontier orbital gap (eV) = 9.07



> total charge of number 2 (C11H29BrCl8N7O14Sn)?

+1



> total charge of number 2 (C11H29BrCl8N7O14Sn)?

+1



Copy entry 3 word for word.
A structure of composition C11H29N2P2RuSe3SiTe, computed with ωB97M-V with the def2-TZVPD basis set.

Last column: Löwdin spin population.
Geometry (Å):
Ru -0.8224 -0.6663 0.6859  1.9596
Se -0.6866 -1.5352 2.9717  0.4847
Se -1.3984 -0.1558 4.6430  0.2160
Te -1.6533 2.1672 3.6438  0.4543
Se -2.2247 1.7756 1.3664  0.5371
C -0.5144 1.7260 -1.9473  0.0025
P -0.9354 0.0115 -1.5628  -0.0069
C 0.0243 -0.9444 -2.7654  -0.0005
C -2.6683 -0.1915 -2.1291  -0.0015
C -3.1784 -1.5670 -1.6975  -0.0032
P -2.8696 -1.7872 0.0970  0.0393
C -4.3802 -1.1814 0.9009  0.0123
C -2.9505 -3.5823 0.3623  0.0117
H -0.6988 1.9362 -3.0018  -0.0002
H 0.5371 1.8893 -1.7143  0.0003
H -1.1017 2.4057 -1.3307  0.0026
H -0.2183 -0.6199 -3.7785  0.0000
H -0.1822 -2.0091 -2.6607  0.0000
H 1.0864 -0.8067 -2.5722  0.0000
H -2.7333 -0.0541 -3.2102  -0.0003
H -3.2583 0.6032 -1.6625  -0.0001
H -2.6344 -2.3553 -2.2244  -0.0001
H -4.2384 -1.7029 -1.9195  -0.0001
H -5.2403 -1.7512 0.5459  0.0005
H -4.5275 -0.1241 0.6859  0.0075
H -4.2909 -1.2959 1.9815  0.0002
H -3.8898 -3.9842 -0.0201  0.0012
H -2.8774 -3.7948 1.4288  0.0021
H -2.1225 -4.0763 -0.1460  0.0001
C 3.0516 3.6897 -0.3160  0.0028
Si 3.2632 2.3434 0.9429  0.0170
C 3.3666 3.0470 2.6560  0.0023
C 4.7500 1.2965 0.5636  0.0049
C 1.7853 1.2414 0.8533  0.1227
C 0.7972 0.5180 0.8137  0.0352
H 3.8977 4.3798 -0.2823  0.0004
H 2.1415 4.2642 -0.1313  0.0001
H 2.9953 3.2759 -1.3254  0.0000
H 4.2309 3.7106 2.7385  0.0002
H 3.4767 2.2527 3.3967  0.0000
H 2.4751 3.6252 2.9069  0.0008
H 5.6558 1.9074 0.5890  0.0007
H 4.6800 0.8440 -0.4280  0.0000
H 4.8651 0.4982 1.2998  0.0000
N 1.9818 -2.1347 -0.3536  0.0023
N 0.8055 -2.6579 0.2851  0.0854
H 2.7767 -2.7404 -0.1744  0.0014
H 2.1597 -1.2264 0.0669  0.0012
H 1.0197 -3.0319 1.2085  0.0024
H 0.4728 -3.4317 -0.2799  0.0014

Output
- energy above the lowest of the compared OMol25 structures with the same formula, charge and spin (kcal per mole) = 0.0
- LUMO energy (spin up / spin down) (eV) = -3.31 / -5.22
- total charge = +1
- frontier orbital gap (spin up / spin down) (eV) = 6.95 / 5.71
- expectation value of S² = 6.0340
- multiplicity = 5